# 1
# C43H42BN13NaOP2Se2

A structure of composition C43H42BN13NaOP2Se2 (ωB97M-V/def2-TZVPD, the OMol25 dataset).

- Net charge: -1
- Maximum force: 0.43 eV/A
- Energy above the lowest of the compared OMol25 structures with the same formula, charge and spin: 5.77 kJ/mol
- Kohn-Sham gap: 0.271 Ha
- Energy: -221060.634 eV
- LUMO level: 2.138 eV

Last column: Mulliken charge in e.
Positions of all 105 atoms, in Å:
Na: 0.602 -0.996 1.711  1.366
C: 0.361 2.667 5.123  -1.389
C: 0.608 2.302 3.794  -0.442
N: 0.862 1.004 3.690  0.053
N: 0.786 0.502 4.944  -0.008
C: 0.488 1.480 5.815  -0.232
B: 0.957 -0.997 5.307  0.314
N: -0.239 -1.830 4.802  0.096
C: -1.112 -2.533 5.543  -0.358
C: -2.019 -3.132 4.696  -1.169
C: -1.603 -2.727 3.420  -0.343
N: -0.531 -1.951 3.491  -0.133
N: 2.279 -1.545 4.778  -0.138
C: 3.344 -1.948 5.494  -0.210
C: 4.341 -2.310 4.616  -1.203
C: 3.774 -2.084 3.353  -0.389
N: 2.537 -1.622 3.458  0.028
H: 0.135 3.642 5.516  0.494
H: 0.617 2.920 2.909  0.548
H: 0.391 1.251 6.863  0.481
H: 0.962 -1.067 6.515  -0.236
H: -1.014 -2.555 6.616  0.462
H: -2.846 -3.769 4.957  0.431
H: -2.034 -2.955 2.458  0.490
H: 3.305 -1.943 6.571  0.466
H: 5.323 -2.683 4.850  0.402
H: 4.206 -2.226 2.376  0.571
Se: -3.123 -1.261 -4.492  -0.460
P: -1.040 -1.564 -4.305  0.754
C: -0.057 -0.402 -5.309  0.875
C: 1.273 -0.138 -4.992  -0.034
C: 2.029 0.717 -5.778  -0.866
C: 1.458 1.314 -6.892  -0.713
C: 0.132 1.054 -7.216  -0.687
C: -0.623 0.199 -6.428  -0.643
C: -0.517 -3.210 -4.892  0.528
C: -1.468 -4.098 -5.369  -0.634
C: -1.084 -5.350 -5.831  -0.609
C: 0.251 -5.717 -5.818  -0.442
C: 1.207 -4.832 -5.332  -0.780
C: 0.823 -3.587 -4.869  -0.069
C: -0.380 -1.496 -2.646  0.682
C: -0.259 -0.508 -1.657  -0.932
N: 0.078 -1.154 -0.531  0.773
N: 0.130 -2.447 -0.787  -0.920
N: -0.155 -2.683 -2.049  -0.480
P: -0.320 1.289 -1.566  1.186
Se: -0.356 1.999 0.429  -0.295
C: 1.170 1.914 -2.386  0.521
C: 1.235 3.181 -2.949  -0.482
C: 2.443 3.668 -3.429  -0.776
C: 3.594 2.904 -3.322  -0.695
C: 3.539 1.649 -2.726  -0.718
C: 2.332 1.157 -2.258  -0.597
C: -1.728 1.833 -2.556  0.330
C: -2.987 1.715 -1.966  -0.835
C: -4.114 2.083 -2.677  -0.693
C: -3.996 2.586 -3.967  -0.633
C: -2.749 2.697 -4.556  -0.942
C: -1.615 2.313 -3.854  0.253
H: 1.709 -0.571 -4.102  0.325
H: 3.052 0.936 -5.503  0.481
H: 2.044 1.990 -7.502  0.410
H: -0.319 1.523 -8.082  0.410
H: -1.666 0.004 -6.650  0.347
H: -2.508 -3.797 -5.372  0.311
H: -1.835 -6.038 -6.197  0.385
H: 0.549 -6.694 -6.177  0.372
H: 2.250 -5.119 -5.304  0.398
H: 1.572 -2.921 -4.466  0.262
H: 0.349 3.806 -2.999  0.597
H: 2.480 4.653 -3.877  0.431
H: 4.538 3.292 -3.685  0.394
H: 4.438 1.059 -2.601  0.453
H: 2.293 0.189 -1.772  0.371
H: -3.074 1.327 -0.957  0.498
H: -5.090 1.968 -2.224  0.394
H: -4.883 2.877 -4.516  0.355
H: -2.653 3.064 -5.569  0.418
H: -0.647 2.361 -4.341  0.341
N: -2.892 0.085 1.930  -0.457
C: -3.169 0.543 2.950  0.208
N: -3.486 1.064 4.133  0.217
C: -4.841 1.553 4.347  -0.601
C: -4.809 2.513 5.523  -0.584
O: -4.267 1.893 6.674  -0.425
C: -2.927 1.475 6.437  -0.738
C: -2.866 0.460 5.314  0.755
H: -5.521 0.719 4.565  0.305
H: -5.179 2.056 3.441  0.429
H: -5.817 2.834 5.784  0.340
H: -4.210 3.394 5.258  0.315
H: -2.568 1.037 7.369  0.301
H: -2.307 2.342 6.184  0.410
H: -3.401 -0.455 5.596  0.159
H: -1.838 0.199 5.067  -0.726
N: 3.190 0.708 1.721  0.716
C: 4.459 1.130 1.813  -0.277
C: 5.190 0.408 0.894  -0.995
C: 4.244 -0.448 0.307  -0.494
N: 3.036 -0.265 0.819  -0.345
H: 2.414 0.933 2.342  0.109
H: 4.738 1.892 2.521  0.515
H: 6.242 0.489 0.684  0.469
H: 4.379 -1.187 -0.467  0.525

---

# 2
# C43H42BNO3P2PtTe

A structure of composition C43H42BNO3P2PtTe (ωB97M-V/def2-TZVPD, the OMol25 dataset).

- Net charge: +2
- Maximum force: 0.92 eV/A
- Energy above the lowest of the compared OMol25 structures with the same formula, charge and spin: 60.78 kJ/mol
- Kohn-Sham gap: 0.209 Ha
- Energy: -82687.200 eV
- LUMO level: -7.275 eV

Last column: Mulliken charge in e.
Positions of all 94 atoms, in Å:
Pt: 0.226 -0.611 -0.479  1.808
Te: -3.470 0.694 1.525  0.438
C: -5.240 1.458 0.680  0.455
C: -6.126 0.619 0.016  -0.085
C: -7.290 1.176 -0.498  -0.632
N: -7.615 2.458 -0.353  -0.539
C: -6.782 3.235 0.330  -0.530
C: -5.573 2.791 0.856  -0.380
C: -2.547 0.061 -0.306  -0.428
P: -1.799 -1.592 -0.380  -0.713
C: -2.350 -2.633 0.968  1.441
C: -3.708 -2.946 1.071  -0.523
C: -4.153 -3.757 2.097  -0.796
C: -3.247 -4.274 3.016  -0.713
C: -1.894 -3.997 2.896  -0.622
C: -1.443 -3.181 1.871  -0.592
C: -2.351 -2.354 -1.909  1.533
C: -1.452 -3.153 -2.610  -0.690
C: -1.875 -3.824 -3.748  -0.766
C: -3.188 -3.701 -4.181  -0.688
C: -4.085 -2.899 -3.484  -0.710
C: -3.669 -2.224 -2.348  -0.303
P: -2.069 1.232 -1.438  -0.552
C: -3.230 2.551 -1.766  0.992
C: -4.431 2.254 -2.417  -0.156
C: -5.260 3.288 -2.811  -1.030
C: -4.901 4.605 -2.545  -0.584
C: -3.712 4.897 -1.893  -0.781
C: -2.862 3.870 -1.511  -0.419
C: -1.306 0.584 -2.936  0.550
C: 0.092 0.619 -3.007  -0.837
C: 0.745 0.058 -4.100  -0.757
C: 0.007 -0.498 -5.131  -0.731
C: -1.385 -0.480 -5.085  -0.722
C: -2.045 0.057 -3.995  -0.216
H: -5.940 -0.442 -0.086  0.456
H: -7.999 0.560 -1.041  0.386
H: -7.085 4.268 0.456  0.415
H: -4.916 3.483 1.367  0.430
H: -4.422 -2.561 0.352  0.234
H: -5.206 -3.991 2.181  0.478
H: -3.597 -4.909 3.819  0.449
H: -1.185 -4.422 3.594  0.504
H: -0.380 -3.012 1.758  0.497
H: -0.430 -3.256 -2.265  0.449
H: -1.180 -4.449 -4.293  0.491
H: -3.516 -4.234 -5.063  0.436
H: -5.107 -2.806 -3.824  0.470
H: -4.367 -1.586 -1.815  0.277
H: -4.722 1.228 -2.601  0.404
H: -6.195 3.067 -3.309  0.435
H: -5.556 5.410 -2.853  0.458
H: -3.439 5.924 -1.693  0.467
H: -1.926 4.094 -1.015  0.469
H: 0.668 1.164 -2.265  1.169
H: 1.825 0.099 -4.162  0.510
H: 0.510 -0.922 -5.989  0.464
H: -1.957 -0.888 -5.907  0.465
H: -3.124 0.061 -3.970  0.396
C: 4.416 0.752 -0.427  -1.318
C: 3.239 -0.156 -0.438  1.189
C: 3.458 -1.621 -0.328  -1.154
O: 2.111 0.351 -0.551  -0.735
H: 5.266 0.296 0.076  0.444
H: 4.160 1.710 0.020  0.353
H: 4.706 0.931 -1.467  0.331
H: 4.376 -1.916 -0.835  0.490
H: 2.602 -2.182 -0.696  0.155
H: 3.583 -1.842 0.736  0.278
C: 0.102 -1.087 8.499  -2.066
C: -0.629 -0.362 7.368  2.140
C: -0.554 1.152 7.621  -1.584
C: -2.097 -0.807 7.385  -1.646
C: -0.003 -0.650 6.002  0.280
C: 1.266 -1.220 5.877  -0.386
C: 1.872 -1.463 4.644  -1.892
C: 1.154 -1.106 3.532  1.098
O: 1.488 -1.249 2.180  -0.318
B: 0.390 -0.765 1.507  -0.609
O: -0.591 -0.284 2.355  0.735
C: -0.096 -0.533 3.636  0.283
C: -0.703 -0.293 4.842  -0.915
H: -0.430 -0.920 9.435  0.440
H: 1.118 -0.713 8.637  0.412
H: 0.147 -2.164 8.327  0.453
H: -0.979 1.390 8.598  0.444
H: -1.111 1.708 6.865  0.331
H: 0.481 1.498 7.606  0.365
H: -2.513 -0.656 8.381  0.471
H: -2.190 -1.867 7.137  0.367
H: -2.714 -0.236 6.690  0.319
H: 1.812 -1.497 6.766  0.405
H: 2.853 -1.913 4.576  0.526
H: -1.683 0.163 4.884  0.383